1.
C22H18BrF6NO4PtS2 | ωB97M-V/def2-TZVPD

XYZ file:
```
55
Properties=species:S:1:pos:R:3
Pt 0.647 0.367 0.502
Br 3.040 0.846 1.327
C 2.600 0.437 3.163
C 3.625 0.484 4.113
C 3.332 0.180 5.427
C 2.025 -0.149 5.790
C 0.976 -0.176 4.834
C -0.346 -0.462 5.210
C -1.346 -0.571 4.243
C -1.059 -0.362 2.909
C 0.225 0.018 2.468
C 1.263 0.094 3.444
H 4.625 0.758 3.801
H 4.117 0.201 6.176
H 1.803 -0.413 6.818
H -0.579 -0.600 6.261
H -2.361 -0.808 4.550
H -1.849 -0.476 2.177
F 3.590 3.381 -3.337
C 3.792 2.287 -2.581
F 4.728 1.552 -3.202
F 4.310 2.701 -1.420
S 2.183 1.342 -2.379
O 1.397 2.178 -1.511
O 1.729 1.214 -3.734
N 2.796 0.064 -1.711
S 1.788 -1.147 -1.370
O 0.496 -1.077 -2.010
O 2.077 -1.984 -0.236
C 2.610 -2.300 -2.649
F 1.990 -3.503 -2.680
F 2.575 -1.822 -3.907
F 3.908 -2.560 -2.375
C -3.618 0.843 -0.211
C -2.155 1.119 -0.634
C -2.088 0.983 -2.169
C -1.250 0.085 -0.002
C -1.795 2.524 -0.161
C -1.762 2.777 1.213
C -1.522 4.051 1.698
C -1.292 5.105 0.824
C -1.284 4.860 -0.539
C -1.547 3.584 -1.024
H -3.927 -0.136 -0.586
H -4.293 1.604 -0.613
H -3.705 0.841 0.875
H -2.364 -0.034 -2.452
H -1.073 1.150 -2.525
H -2.774 1.680 -2.662
H -1.576 -0.941 -0.188
H -1.903 1.960 1.910
H -1.490 4.211 2.769
H -1.094 6.100 1.204
H -1.067 5.663 -1.234
H -1.526 3.425 -2.093
```

The maximum force is 0.0737 hartree/bohr. For the frontier orbital gap (alpha / beta), the calculation gives 3.3554 / 6.1289 eV. As for the total energy: -144047.701 eV. Its spin multiplicity is 3. Its net charge is -2. The calculation puts the energy above the lowest of the compared OMol25 structures with the same formula, charge and spin at 126.9 kJ/mol.

2.
C22H18Cl3N5O3RuSeSi | ωB97M-V/def2-TZVPD

XYZ file:
```
54
Properties=species:S:1:pos:R:3
Ru -0.844 0.565 -0.576
O 1.884 -3.405 2.187
C 0.830 -4.225 2.053
C 1.030 -5.575 2.337
C -0.007 -6.479 2.226
C -1.271 -6.056 1.826
C -1.476 -4.722 1.537
C -0.444 -3.783 1.641
C -0.722 -2.374 1.316
O -1.951 -2.144 0.879
N 0.218 -1.511 1.501
N -0.010 -0.172 1.223
C 0.611 0.620 2.034
C 0.459 2.036 2.121
C 1.300 2.741 2.998
C 1.134 4.086 3.223
C 0.079 4.751 2.587
C -0.779 4.091 1.741
C -0.603 2.719 1.452
O -1.419 2.116 0.654
H 1.566 -2.496 1.959
H 2.021 -5.885 2.641
H 0.170 -7.524 2.451
H -2.085 -6.762 1.737
H -2.447 -4.373 1.215
H 1.249 0.144 2.778
H 2.098 2.198 3.493
H 1.800 4.623 3.884
H -0.064 5.811 2.764
H -1.593 4.606 1.246
Se 1.322 2.001 -1.044
C 2.467 1.126 -2.281
C 3.128 1.864 -3.265
C 4.008 1.228 -4.124
N 4.281 -0.075 -4.088
C 3.651 -0.775 -3.143
C 2.760 -0.236 -2.231
H 2.954 2.929 -3.355
H 4.523 1.803 -4.889
H 3.870 -1.838 -3.111
H 2.293 -0.870 -1.492
N -3.737 2.764 -2.671
C -2.619 3.276 -3.291
C -1.571 2.557 -2.815
N -2.042 1.614 -1.925
C -3.344 1.771 -1.855
H -4.685 3.072 -2.786
H -2.670 4.087 -3.994
H -0.518 2.625 -3.026
H -4.018 1.206 -1.233
Cl -0.396 -0.871 -2.389
Si -2.575 -0.835 -0.010
Cl -3.719 -1.919 -1.385
Cl -4.101 -0.123 1.271
```

The maximum force is 0.0156 hartree/bohr. For the frontier orbital gap (alpha / beta), the calculation gives 6.6024 / 6.2163 eV. As for the total energy: -150081.140 eV. Its spin multiplicity is 2. Its net charge is -1. The calculation puts the energy above the lowest of the compared OMol25 structures with the same formula, charge and spin at 69.1 kJ/mol.

3.
C22H18ClF3NO3PRh | ωB97M-V/def2-TZVPD

XYZ file:
```
50
Properties=species:S:1:pos:R:3
Rh -1.707 0.148 -0.982
O -3.707 -2.000 -0.345
N -2.554 -1.428 0.163
C -2.215 -1.949 1.275
C -0.878 -2.005 1.864
C -0.807 -2.782 3.022
C 0.406 -3.066 3.624
C 1.570 -2.561 3.073
C 1.509 -1.754 1.948
C 0.298 -1.454 1.331
P 0.360 -0.211 -0.002
C 1.741 -0.743 -1.035
C 2.591 0.176 -1.649
C 3.624 -0.274 -2.454
C 3.811 -1.634 -2.658
C 2.961 -2.553 -2.056
C 1.927 -2.111 -1.249
C 0.804 1.317 0.857
C -0.217 2.236 1.095
C 0.043 3.411 1.784
C 1.327 3.667 2.240
C 2.350 2.759 2.002
C 2.093 1.585 1.314
H -4.014 -1.365 -1.008
H -3.016 -2.460 1.806
H -1.721 -3.186 3.436
H 0.442 -3.686 4.509
H 2.529 -2.782 3.521
H 2.428 -1.349 1.545
H 2.455 1.237 -1.499
H 4.282 0.441 -2.928
H 4.616 -1.979 -3.292
H 3.102 -3.613 -2.218
H 1.267 -2.835 -0.786
H -1.228 2.059 0.736
H -0.752 4.123 1.956
H 1.534 4.581 2.780
H 3.353 2.970 2.347
H 2.901 0.891 1.119
F -1.636 2.005 -3.074
C -0.786 1.168 -2.480
F 0.298 1.875 -2.133
F -0.429 0.210 -3.352
Cl -4.426 3.170 -3.515
C -4.996 2.075 -2.236
C -3.802 1.444 -1.576
O -3.047 2.008 -0.760
O -3.508 0.234 -1.861
H -5.631 1.324 -2.693
H -5.549 2.663 -1.507
```

The maximum force is 0.0214 hartree/bohr. For the frontier orbital gap (alpha / beta), the calculation gives 6.5305 / 6.5062 eV. As for the total energy: -63703.069 eV. Its net charge is +1. The calculation puts the energy above the lowest of the compared OMol25 structures with the same formula, charge and spin at 165.2 kJ/mol.

4.
C22H18CoN4S4SbSe4 | ωB97M-V/def2-TZVPD

XYZ file:
```
54
Properties=species:S:1:pos:R:3
Co -2.688 1.325 0.730
S -0.552 2.105 0.534
C 0.406 0.803 0.873
N 1.732 0.787 0.703
C 2.506 -0.322 1.246
C 1.828 -1.611 0.883
N 0.489 -1.622 1.454
C -0.188 -2.939 1.520
C -0.808 -3.340 0.205
C -0.012 -3.798 -0.846
C -0.579 -4.103 -2.072
C -1.951 -3.964 -2.255
C -2.753 -3.549 -1.204
C -2.183 -3.239 0.024
C -0.255 -0.500 1.398
S -1.826 -0.430 1.875
C 2.473 2.017 0.384
C 3.560 1.759 -0.626
C 4.892 1.651 -0.249
C 5.874 1.377 -1.193
C 5.523 1.205 -2.523
C 4.192 1.314 -2.908
C 3.217 1.589 -1.965
H 2.594 -0.216 2.333
H 3.503 -0.294 0.810
H 2.383 -2.452 1.301
H 1.788 -1.727 -0.204
H -0.942 -2.891 2.301
H 0.573 -3.658 1.831
H 1.053 -3.942 -0.700
H 0.046 -4.457 -2.883
H -2.396 -4.190 -3.215
H -3.827 -3.463 -1.325
H -2.825 -2.917 0.834
H 2.882 2.439 1.307
H 1.754 2.726 -0.019
H 5.167 1.795 0.791
H 6.909 1.297 -0.888
H 6.285 0.992 -3.262
H 3.915 1.188 -3.947
H 2.178 1.677 -2.263
S -3.571 2.762 2.200
C -3.197 3.876 0.926
S -3.297 3.065 -0.599
C -2.745 5.156 1.128
C -2.609 5.705 2.444
N -2.499 6.151 3.500
C -2.291 5.966 0.038
N -1.921 6.609 -0.843
Se -5.838 -3.594 1.453
Sb -6.564 -1.415 0.531
Se -6.564 -2.491 -1.626
Se -8.395 -0.271 1.525
Se -4.446 0.062 0.528
```

The maximum force is 0.0301 hartree/bohr. For the frontier orbital gap (alpha / beta), the calculation gives 5.3696 / 5.3402 eV. As for the total energy: -377958.855 eV. Its spin multiplicity is 2. Its net charge is -1.

5.
C22H18F12NO2PtS | ωB97M-V/def2-TZVPD

XYZ file:
```
57
Properties=species:S:1:pos:R:3
Pt -0.048 0.439 -0.337
C -6.416 1.318 2.460
C -5.113 0.772 1.954
C -5.102 -0.451 1.291
C -3.935 -0.959 0.795
C -2.697 -0.295 0.971
N -1.585 -0.856 0.492
C -1.525 -2.071 -0.126
C -1.529 -3.196 0.718
C -1.473 -4.475 0.225
C -1.400 -4.689 -1.147
C -1.393 -6.079 -1.711
C -1.346 -3.586 -1.991
C -1.401 -2.279 -1.520
C -1.344 -1.109 -2.528
O -1.246 0.160 -2.087
C -0.107 -1.286 -3.459
F 1.014 -1.342 -2.708
F -0.058 -2.372 -4.257
F 0.052 -0.243 -4.278
C -2.635 -1.162 -3.397
F -3.729 -1.080 -2.635
F -2.698 -0.161 -4.281
F -2.786 -2.290 -4.132
C -2.699 0.942 1.675
C -3.913 1.459 2.106
C -1.408 1.756 1.885
O -0.215 1.141 1.715
C -1.458 3.003 0.939
F -2.142 4.057 1.432
F -2.013 2.724 -0.246
F -0.227 3.465 0.667
C -1.281 2.278 3.347
F -0.174 3.033 3.477
F -2.268 3.031 3.874
F -1.136 1.250 4.189
H -7.067 0.499 2.764
H -6.260 1.976 3.309
H -6.925 1.878 1.674
H -6.023 -0.999 1.155
H -3.932 -1.891 0.249
H -1.591 -3.011 1.778
H -1.493 -5.314 0.906
H -1.774 -6.793 -0.983
H -2.009 -6.126 -2.607
H -0.381 -6.381 -1.983
H -1.276 -3.784 -3.049
H -3.949 2.429 2.580
C 3.336 -1.187 -0.336
S 1.971 -0.824 0.827
C 2.740 0.521 1.777
H 4.198 -1.542 0.225
H 3.588 -0.308 -0.919
H 2.982 -1.970 -0.997
H 3.111 1.288 1.106
H 3.538 0.115 2.390
H 1.943 0.925 2.392
```

The maximum force is 0.0643 hartree/bohr. For the frontier orbital gap (alpha / beta), the calculation gives 6.2004 / 6.3480 eV. As for the total energy: -75384.883 eV. Its net charge is -1. The calculation puts the energy above the lowest of the compared OMol25 structures with the same formula, charge and spin at 330.4 kJ/mol.

6.
C22H18F3N5O6S | ωB97M-V/def2-TZVPD

XYZ file:
```
55
Properties=species:S:1:pos:R:3
C 0.654 -1.125 -2.731
N -0.365 -1.159 -1.702
C -0.907 -0.039 -1.135
H 0.757 -0.421 0.638
C -0.723 1.306 -1.631
C -1.604 1.423 -2.729
C -1.664 2.605 -3.430
C -0.820 3.655 -3.031
C 0.058 3.537 -1.945
C 0.098 2.358 -1.206
N -1.944 -0.437 -0.344
C -2.862 0.497 0.281
C -2.286 -1.767 -0.671
C -1.280 -2.229 -1.549
C -1.518 -3.231 -2.475
C -2.797 -3.835 -2.441
C -3.804 -3.371 -1.554
C -3.569 -2.290 -0.679
H 0.849 -2.149 -3.071
H 0.298 -0.497 -3.564
H 1.586 -0.695 -2.329
H -2.237 0.559 -2.996
H -2.370 2.664 -4.266
H -0.866 4.580 -3.593
H 0.707 4.365 -1.658
H 0.721 2.264 -0.324
H -3.597 -0.081 0.856
H -2.313 1.177 0.952
H -3.328 1.084 -0.528
H -0.731 -3.502 -3.203
H -3.008 -4.692 -3.096
H -4.781 -3.872 -1.531
H -4.344 -1.829 -0.038
O -0.915 0.785 4.023
S -0.062 1.372 3.022
O -0.597 1.993 1.819
C 0.826 2.827 3.893
F -0.129 3.730 4.182
F 1.428 2.405 5.026
F 1.740 3.372 3.053
C 1.188 0.228 2.521
C 1.531 0.069 1.087
C 2.693 -0.808 0.822
N 3.422 -0.691 -0.321
O 3.357 -0.113 -1.398
O 4.669 -1.334 0.051
N 4.706 -1.714 1.366
C 3.457 -1.366 1.830
C 3.074 -1.131 3.201
N 3.907 -1.554 4.304
O 4.864 -2.338 4.137
O 3.594 -1.128 5.444
C 1.923 -0.362 3.507
H 1.651 1.087 0.607
H 1.661 -0.185 4.547
```

The maximum force is 0.0830 hartree/bohr. For the frontier orbital gap, the calculation gives 6.1734 eV. As for the total energy: -61819.206 eV. The calculation puts the energy above the lowest of the compared OMol25 structures with the same formula, charge and spin at 0.0 kJ/mol.

7.
C22H18FN5O2S | ωB97M-V/def2-TZVPD

XYZ file:
```
49
Properties=species:S:1:pos:R:3
O -3.846 -2.288 -1.649
C -3.151 -1.988 -0.694
C -2.524 -3.142 0.084
S -0.791 -3.017 0.659
C -0.034 -2.029 -0.569
N 0.943 -1.297 -0.143
C 1.530 -0.528 -1.085
C 1.168 -0.492 -2.442
C 2.034 0.469 -3.006
N 2.826 0.965 -2.090
N 2.529 0.370 -0.917
C 3.201 0.743 0.252
C 4.216 1.692 0.161
C 4.889 2.095 1.298
C 4.534 1.540 2.515
F 5.185 1.933 3.629
C 3.529 0.595 2.622
C 2.856 0.193 1.484
C 0.088 -1.310 -2.917
O -0.384 -1.402 -4.023
N -0.462 -2.074 -1.855
N -2.927 -0.693 -0.375
C -3.469 0.261 -1.351
C -2.886 1.656 -1.192
C -1.392 1.541 -0.887
C -1.294 0.872 0.449
C -0.471 1.329 1.463
C -0.514 0.752 2.721
C -1.429 -0.251 2.985
C -2.257 -0.721 1.982
C -2.161 -0.198 0.699
H -3.093 -3.337 0.994
H -2.618 -4.024 -0.554
H 2.092 0.799 -4.023
H 4.461 2.102 -0.805
H 5.678 2.828 1.251
H 3.281 0.183 3.587
H 2.069 -0.539 1.542
H -1.225 -2.685 -2.126
H -3.241 -0.133 -2.348
H -4.559 0.274 -1.250
H -3.375 2.184 -0.371
H -3.059 2.215 -2.111
H -0.908 0.952 -1.671
H -0.914 2.521 -0.859
H 0.212 2.142 1.261
H 0.146 1.106 3.497
H -1.502 -0.673 3.975
H -2.983 -1.488 2.202
```

The maximum force is 0.0227 hartree/bohr. For the frontier orbital gap, the calculation gives 8.6444 eV. As for the total energy: -48205.735 eV. As for the SMILES: O=C(CSc1nc2c(cnn2-c2ccc(F)cc2)c(=O)[nH]1)N1CCCc2ccccc21.

8.
C22H18MnN9O2 | ωB97M-V/def2-TZVPD

XYZ file:
```
52
Properties=species:S:1:pos:R:3
Mn -0.200 0.358 -0.195
N -1.962 0.388 2.578
C -1.570 1.658 2.177
C -2.020 2.744 2.924
C -1.641 4.013 2.558
C -0.808 4.190 1.453
C -0.418 3.083 0.755
N -0.794 1.827 1.107
C -1.478 -0.854 2.247
C -1.949 -1.963 2.964
C -1.376 -3.189 2.757
C -0.316 -3.311 1.847
C 0.051 -2.202 1.148
N -0.545 -0.990 1.303
H -2.634 0.384 3.330
H -2.656 2.577 3.784
H -1.986 4.866 3.128
H -0.489 5.170 1.130
H 0.196 3.168 -0.128
H -2.740 -1.831 3.691
H -1.725 -4.049 3.313
H 0.197 -4.250 1.694
H 0.870 -2.229 0.439
O -1.827 1.949 -3.389
C -1.430 1.168 -2.586
O -0.770 1.513 -1.471
C -1.553 -0.316 -2.718
C -2.158 -0.886 -3.815
C -2.182 -2.269 -3.911
C -1.596 -3.014 -2.900
C -1.019 -2.362 -1.824
N -0.992 -1.028 -1.723
H -2.585 -0.235 -4.566
H -2.645 -2.757 -4.759
H -1.581 -4.095 -2.932
H -0.576 -2.935 -1.025
N 3.532 0.389 2.502
C 2.207 0.520 2.446
N 1.828 0.507 1.181
C 3.000 0.365 0.507
N 4.062 0.295 1.269
C 2.998 0.307 -0.952
C 4.162 0.309 -1.708
N 4.125 0.294 -3.034
C 2.923 0.287 -3.603
C 1.758 0.279 -2.852
N 1.791 0.281 -1.520
H 4.134 0.361 3.313
H 1.577 0.629 3.315
H 5.131 0.329 -1.224
H 2.883 0.287 -4.686
H 0.795 0.270 -3.338
```

The maximum force is 0.0090 hartree/bohr. For the frontier orbital gap (alpha / beta), the calculation gives 7.1073 / 8.1801 eV. As for the total energy: -71920.902 eV. Its spin multiplicity is 5. Its net charge is +2.

9.
C22H18N3O | ωB97M-V/def2-TZVPD

XYZ file:
```
44
Properties=species:S:1:pos:R:3
C 0.385 5.528 2.958
C 0.209 4.080 2.577
C 1.331 3.256 2.451
C 1.225 1.961 1.954
C -0.006 1.448 1.471
C 0.068 0.132 0.732
C -1.102 -0.818 0.717
C -0.848 -2.204 0.763
C -1.865 -3.142 0.564
C -3.195 -2.720 0.472
C -3.468 -1.358 0.464
C -2.432 -0.415 0.599
C 0.716 -0.052 -0.893
N 1.108 1.378 -1.379
N 0.784 2.467 -1.186
N 0.072 -0.530 -2.102
C 0.602 -1.739 -2.549
C 0.091 -2.604 -3.515
C 0.923 -3.658 -3.903
C 2.238 -3.816 -3.406
C 2.726 -2.906 -2.469
C 1.882 -1.897 -1.981
C 2.076 -0.804 -1.043
O 3.151 -0.420 -0.555
C -1.150 2.174 1.888
C -1.028 3.520 2.283
H -0.564 6.070 2.920
H 0.751 5.671 3.984
H 1.146 5.982 2.303
H 2.302 3.680 2.723
H 2.147 1.360 1.880
H 0.972 -0.395 1.101
H 0.190 -2.564 0.866
H -1.621 -4.209 0.516
H -3.997 -3.458 0.393
H -4.508 -1.018 0.371
H -2.667 0.651 0.482
H -0.843 -0.134 -2.349
H -0.883 -2.386 -3.958
H 0.563 -4.383 -4.635
H 2.870 -4.670 -3.725
H 3.725 -2.980 -2.029
H -2.162 1.752 1.858
H -1.912 4.172 2.385
```

The maximum force is 0.1528 hartree/bohr. For the frontier orbital gap, the calculation gives 6.3514 eV. As for the total energy: -29614.429 eV. Its net charge is +1. The calculation puts the energy above the lowest of the compared OMol25 structures with the same formula, charge and spin at 43.6 kJ/mol. As for the SMILES: Cc1ccc([C@@H](c2ccccc2)[C@]2([N+]#N)Nc3ccccc3C2=O)cc1.